{
  "formula": "C6H15AlNO3S",
  "method": "ωB97M-V with the def2-TZVPD basis set",
  "gap_ev": 6.802,
  "homo_energy_ev": -4.433,
  "charge": -1,
  "largest_force_ev_per_a": 8.5,
  "elements": ["C", "C", "O", "O", "C", "Al", "S", "H", "H", "H", "H", "H", "H", "H", "H", "C", "C", "O", "N", "C", "H", "H", "H", "H", "H", "H", "H"],
  "xyz": [[0.241, 0.517, 0.853], [0.965, -0.965, 1.125], [0.345, -2.087, 0.666], [2.263, -0.993, 1.818], [2.130, -1.370, 3.234], [3.953, -0.842, 4.115], [4.983, 0.614, 2.623], [-0.826, 0.266, 0.441], [0.846, 1.154, 0.049], [0.236, 1.171, 1.836], [2.050, -2.539, 3.392], [1.225, -0.883, 3.796], [4.833, -2.150, 4.252], [3.721, -0.053, 5.467], [3.946, 1.526, 2.256], [-1.147, 0.892, -3.424], [-2.186, 1.451, -2.493], [-1.990, 2.458, -1.816], [-3.384, 0.796, -2.416], [-3.788, -0.391, -3.131], [-0.247, 1.509, -3.387], [-0.882, -0.126, -3.121], [-1.526, 0.895, -4.451], [-4.039, 1.222, -1.772], [-4.676, -0.149, -3.719], [-4.037, -1.162, -2.398], [-3.007, -0.763, -3.794]]
}

{
  "formula": "H2N2O3S",
  "method": "ωB97M-V with the def2-TZVPD basis set",
  "gap_ev": [5.886, 10.015],
  "homo_energy_ev": [-8.123, -10.685],
  "charge": 0,
  "largest_force_ev_per_a": 1.9,
  "relative_energy_ev": 2.598,
  "elements": ["N", "N", "O", "O", "O", "S", "H", "H"],
  "xyz": [[-1.514, 0.029, 0.240], [1.771, -0.702, 0.185], [0.998, -1.286, -0.544], [-0.888, 2.179, -0.636], [2.972, -0.715, 0.303], [-0.503, 1.314, 0.466], [-1.835, -0.135, -0.719], [-1.000, -0.684, 0.706]]
}

{
  "formula": "C57H80BrN4NaO2P3SSi",
  "method": "ωB97M-V with the def2-TZVPD basis set",
  "gap_ev": 5.129,
  "homo_energy_ev": -3.166,
  "charge": -1,
  "largest_force_ev_per_a": 1.5,
  "elements": ["Na", "C", "C", "C", "P", "C", "C", "C", "C", "C", "C", "C", "C", "C", "Si", "C", "C", "C", "C", "C", "C", "P", "C", "C", "C", "C", "C", "C", "C", "C", "C", "C", "C", "C", "P", "C", "C", "C", "C", "C", "C", "H", "H", "H", "H", "H", "H", "H", "H", "H", "H", "H", "H", "H", "H", "H", "H", "H", "H", "H", "H", "H", "H", "H", "H", "H", "H", "H", "H", "H", "H", "H", "H", "H", "H", "H", "H", "H", "H", "H", "H", "H", "H", "H", "H", "H", "H", "H", "H", "H", "H", "H", "H", "H", "H", "O", "C", "C", "C", "C", "C", "C", "C", "O", "N", "N", "C", "C", "Br", "C", "C", "C", "C", "C", "C", "C", "H", "H", "H", "H", "H", "H", "H", "H", "H", "H", "H", "H", "H", "H", "C", "C", "N", "C", "S", "N", "C", "C", "H", "H", "H", "H", "H", "H", "H", "H", "H", "H", "H", "H"],
  "xyz": [[-0.032, 0.171, -0.967], [-2.693, 5.148, 0.466], [-1.367, 4.978, 1.208], [-1.544, 5.431, 2.652], [-0.707, 3.202, 0.932], [1.077, 3.656, 0.529], [1.854, 4.626, 1.415], [1.873, 2.369, 0.369], [-0.613, 2.439, 2.592], [0.054, 2.949, 3.697], [0.085, 2.240, 4.887], [-0.541, 1.004, 4.975], [-1.186, 0.492, 3.868], [-1.254, 1.198, 2.674], [-1.861, 0.389, 1.078], [-3.270, 1.578, 0.522], [-3.986, 2.326, 1.449], [-5.205, 2.900, 1.141], [-5.728, 2.749, -0.133], [-4.982, 2.101, -1.102], [-3.748, 1.535, -0.789], [-2.691, 0.728, -2.045], [-3.906, -0.432, -2.932], [-4.657, 0.050, -4.168], [-4.857, -1.031, -1.896], [-2.345, 2.107, -3.295], [-3.401, 3.176, -3.563], [-1.056, 2.782, -2.832], [-3.142, -0.870, 1.805], [-4.225, -0.511, 2.594], [-5.251, -1.393, 2.877], [-5.227, -2.663, 2.326], [-4.126, -3.067, 1.593], [-3.066, -2.192, 1.365], [-1.440, -2.628, 0.659], [-1.835, -3.147, -1.104], [-2.670, -4.394, -1.366], [-0.511, -3.221, -1.856], [-0.983, -4.218, 1.585], [-1.946, -5.378, 1.829], [-0.500, -3.700, 2.942], [-2.883, 6.204, 0.268], [-3.514, 4.757, 1.059], [-2.683, 4.615, -0.483], [-0.634, 5.625, 0.711], [-2.079, 4.679, 3.228], [-2.122, 6.355, 2.679], [-0.594, 5.620, 3.143], [0.972, 4.120, -0.464], [2.232, 4.113, 2.296], [1.260, 5.481, 1.729], [2.710, 5.002, 0.854], [1.814, 1.766, 1.273], [1.496, 1.783, -0.463], [2.918, 2.593, 0.165], [0.556, 3.904, 3.657], [0.611, 2.647, 5.742], [-0.528, 0.444, 5.908], [-1.641, -0.489, 3.909], [-3.563, 2.463, 2.436], [-5.755, 3.458, 1.891], [-6.700, 3.160, -0.377], [-5.385, 2.027, -2.102], [-3.235, -1.234, -3.274], [-5.398, 0.805, -3.920], [-5.183, -0.794, -4.617], [-3.975, 0.455, -4.912], [-5.684, -0.354, -1.691], [-4.337, -1.208, -0.952], [-5.265, -1.978, -2.250], [-2.118, 1.570, -4.227], [-3.679, 3.670, -2.634], [-4.296, 2.776, -4.030], [-2.982, 3.930, -4.233], [-1.215, 3.297, -1.884], [-0.719, 3.510, -3.571], [-0.271, 2.042, -2.697], [-4.278, 0.492, 2.988], [-6.081, -1.085, 3.502], [-6.064, -3.337, 2.473], [-4.122, -4.066, 1.188], [-2.384, -2.274, -1.481], [-2.095, -5.294, -1.151], [-2.962, -4.427, -2.418], [-3.581, -4.390, -0.774], [0.125, -4.008, -1.451], [0.015, -2.269, -1.775], [-0.683, -3.425, -2.913], [-0.114, -4.585, 1.021], [-2.721, -5.076, 2.530], [-1.393, -6.203, 2.284], [-2.412, -5.751, 0.924], [-1.349, -3.289, 3.491], [0.244, -2.915, 2.814], [-0.063, -4.505, 3.531], [4.886, -0.017, -4.291], [4.490, 1.159, -3.735], [5.474, 2.134, -3.590], [5.171, 3.384, -3.089], [3.869, 3.672, -2.716], [2.895, 2.701, -2.849], [3.175, 1.436, -3.349], [1.953, 0.514, -3.510], [1.144, 0.458, -2.479], [2.381, -0.878, -3.966], [2.589, -1.888, -3.112], [2.902, -1.709, -1.886], [3.177, -2.847, -1.048], [2.341, -2.657, 0.684], [3.928, -3.954, -1.207], [4.842, -4.336, -2.266], [4.755, -3.910, -3.593], [5.697, -4.298, -4.524], [6.748, -5.127, -4.164], [6.837, -5.581, -2.856], [5.891, -5.202, -1.925], [4.102, -0.600, -4.313], [6.478, 1.877, -3.897], [5.946, 4.131, -2.997], [3.610, 4.649, -2.334], [1.873, 2.917, -2.582], [1.456, 0.892, -4.451], [1.814, -1.221, -4.735], [2.887, -0.732, -1.398], [3.947, -4.630, -0.361], [3.931, -3.278, -3.881], [5.609, -3.953, -5.545], [7.485, -5.429, -4.896], [7.649, -6.231, -2.560], [5.967, -5.561, -0.907], [5.286, 2.298, 4.177], [5.310, 0.975, 4.940], [4.505, -0.035, 4.275], [3.134, -0.005, 4.386], [2.185, -0.050, 3.043], [2.579, 0.065, 5.623], [3.089, -0.631, 6.787], [2.913, 0.207, 8.050], [5.877, 3.044, 4.701], [4.261, 2.651, 4.088], [5.690, 2.163, 3.176], [4.920, 1.130, 5.946], [6.336, 0.597, 5.011], [4.754, -0.132, 3.295], [1.566, 0.113, 5.566], [4.142, -0.866, 6.624], [2.549, -1.580, 6.909], [3.480, 1.133, 7.987], [3.249, -0.351, 8.922], [1.863, 0.456, 8.182]]
}

In the order shown, the computed molar mass values come out to 208.2; 110.1; 1109.3 g/mol.